Run P
Here is C5H9NO3 as an isolated structure from the OMol25 dataset. Energies are from ωB97M-V with the def2-TZVPD basis set.

Calculated values
HOMO (spin up / spin down)   -0.3183 / -0.3183 Ha
LUMO level (spin up / spin down)   -0.09 / -0.09 eV
Kohn-Sham gap (spin up / spin down)   8.57 / 8.57 eV
Total charge   0

Last column: Löwdin charge in e.
Element x y z (Å)
C: -0.392 1.206 -1.037  -0.15
C: -1.260 0.747 -0.050  -0.06
C: 0.057 0.373 -2.182  -0.08
C: 0.193 -1.627 0.864  -0.47
C: 0.099 -0.136 1.194  -0.41
O: 1.138 -2.249 1.575  0.13
O: 1.257 0.506 0.444  -0.06
N: -0.137 0.142 2.422  0.15
O: -0.465 -2.181 0.020  0.10
H: 1.153 -3.184 1.310  0.14
H: 1.707 1.138 1.027  0.10
H: -0.100 2.253 -1.056  0.11
H: -0.123 1.140 2.625  0.06
H: -1.752 1.490 0.563  0.08
H: -1.851 -0.134 -0.264  0.09
H: 1.102 0.563 -2.424  0.08
H: -0.547 0.637 -3.058  0.09
H: -0.082 -0.686 -1.971  0.07

***

Run Q
Here is one molecule with the formula C5H9NO3 from the OMol25 dataset. Energies are from ωB97M-V with the def2-TZVPD basis set.

Calculated values
HOMO   -0.3246 Ha
LUMO level   -0.30 eV
Kohn-Sham gap   8.53 eV
Total charge   0

Last column: Löwdin charge in e.
Element x y z (Å)
C: -0.423 0.149 -0.525  -0.31
C: -1.526 -0.846 -0.166  -0.08
C: 0.422 -0.204 -1.743  -0.08
N: 1.329 -0.013 1.606  0.23
C: 0.393 1.149 0.721  -0.65
C: 1.176 -1.084 0.979  -0.24
O: -0.608 1.451 1.636  0.03
O: 1.117 2.009 0.244  0.01
O: 1.222 -2.195 0.658  0.25
H: -0.656 2.417 1.674  0.12
H: 2.109 0.262 2.195  0.17
H: -0.955 1.066 -0.801  0.13
H: -2.077 -0.520 0.720  0.08
H: 0.879 -1.191 -1.663  0.06
H: -2.243 -0.914 -0.990  0.08
H: -1.153 -1.857 -0.003  0.06
H: -0.202 -0.229 -2.639  0.08
H: 1.196 0.549 -1.903  0.08

***

Run R
Here is C5H9NO3 as an isolated structure from the OMol25 dataset. Energies are from ωB97M-V with the def2-TZVPD basis set.

Calculated values
HOMO   -0.3470 Ha
LUMO level   0.19 eV
Kohn-Sham gap   9.63 eV
Total charge   0

Last column: Löwdin charge in e.
Element x y z (Å)
C: 0.184 -1.780 -0.950  -0.16
C: 0.279 -0.232 -0.811  -0.33
C: 0.909 0.254 0.458  -0.06
C: 0.630 1.745 0.580  -0.01
C: -1.031 1.995 0.873  -0.60
H: 0.085 -3.616 0.429  0.13
H: -1.446 -2.206 0.529  0.17
H: 1.170 -1.909 -1.020  0.07
H: -0.404 -2.281 -1.649  0.09
H: 1.831 0.195 0.108  0.10
H: 0.730 -0.159 1.315  0.08
H: 0.561 2.267 -0.284  0.07
H: 1.136 2.157 1.250  0.03
H: -1.042 1.631 -1.135  0.24
N: -0.275 -2.512 0.351  -0.10
O: -0.087 0.424 -1.754  0.09
O: -1.744 2.085 -0.206  0.04
O: -1.486 1.941 1.917  0.15

***

Verdict on stability: run R comes out at the bottom.

***

Run P
Here is a 2-piece molecular cluster, C5H9NO3 overall from the OMol25 dataset. Energies are from ωB97M-V with the def2-TZVPD basis set.

Calculated values
HOMO   -0.3505 Ha
LUMO level   0.81 eV
Kohn-Sham gap   10.34 eV
SMILES   CC1(C)N=C1O.O=CO
Total charge   0

Last column: Löwdin charge in e.
Element x y z (Å)
C: -0.008 0.412 0.743  -0.43
C: -1.067 0.108 -0.134  -0.48
C: -2.463 -0.316 0.145  -0.05
C: -0.979 0.832 -1.440  -0.06
C: 2.845 -0.525 0.264  -0.39
N: 0.251 -0.666 0.084  0.23
O: 0.326 1.220 1.682  0.15
O: 2.795 -0.042 1.392  0.01
O: 2.657 -1.780 -0.016  0.12
H: -3.141 0.589 0.038  0.10
H: -2.663 -0.774 1.115  0.07
H: -2.851 -1.100 -0.550  0.09
H: 0.021 1.272 -1.514  0.07
H: -1.645 1.759 -1.414  0.11
H: -0.922 0.175 -2.327  0.09
H: 3.011 0.055 -0.599  0.13
H: 1.326 1.179 1.888  0.15
H: 2.507 -2.401 0.642  0.09

***

Run Q
Here is a 2-piece molecular cluster, C5H9NO3 overall from the OMol25 dataset. Energies are from ωB97M-V with the def2-TZVPD basis set.

Calculated values
HOMO (spin up / spin down)   -0.3288 / -0.2765 Ha
LUMO level (spin up / spin down)   -0.30 / -1.26 eV
Kohn-Sham gap (spin up / spin down)   8.64 / 6.26 eV
Total charge   0

Last column: Löwdin charge in e.
Element x y z (Å)
C: 1.006 1.608 -1.277  -0.09
C: 1.218 0.573 -0.230  -0.27
C: 0.005 -1.605 0.218  -0.04
C: -1.055 0.625 0.879  -0.04
C: 0.087 -0.132 0.372  -0.21
N: 0.899 -0.073 2.960  -0.26
O: 1.855 -0.631 3.428  0.02
O: 0.045 0.607 3.483  -0.01
O: 1.380 1.941 0.019  0.00
H: 1.758 1.738 -2.047  0.12
H: -0.006 1.868 -1.566  0.11
H: 2.144 0.005 -0.302  0.15
H: -0.500 -2.062 1.066  0.09
H: 0.986 -2.054 0.095  0.09
H: -0.589 -1.841 -0.672  0.10
H: -1.982 0.058 0.830  0.10
H: -0.899 0.864 1.960  0.07
H: -1.161 1.598 0.405  0.09

***

Verdict on stability: run Q comes out at the bottom.

***

Run P
Here is one molecule with the formula C5H9NO3 from the OMol25 dataset. Energies are from ωB97M-V with the def2-TZVPD basis set.

Calculated values
HOMO   -0.2600 Ha
LUMO level   0.69 eV
Kohn-Sham gap   7.77 eV
SMILES   C/C(O)=C/C(O)=C(/N)O
Total charge   0

Last column: Löwdin charge in e.
Element x y z (Å)
C: -2.199 1.095 1.311  -0.03
C: 1.192 -0.958 -0.364  -0.42
C: 1.168 0.394 -0.282  -0.31
C: -1.137 0.792 0.304  -0.35
N: 1.913 -1.679 -1.284  0.11
C: 0.172 1.059 0.508  -0.01
O: 0.554 -1.760 0.549  0.04
O: 1.988 1.211 -1.029  0.04
O: -1.579 0.256 -0.899  0.04
H: 1.227 -2.387 0.854  0.11
H: 2.722 0.648 -1.328  0.10
H: -2.493 -0.048 -0.788  0.11
H: 1.442 -2.567 -1.452  0.10
H: 1.944 -1.175 -2.169  0.10
H: 0.519 1.647 1.351  0.12
H: -2.910 1.831 0.927  0.08
H: -1.777 1.468 2.249  0.09
H: -2.745 0.173 1.542  0.09

***

Run Q
Here is C5H9NO3 as an isolated structure from the OMol25 dataset. Energies are from ωB97M-V with the def2-TZVPD basis set.

Calculated values
HOMO   -0.3089 Ha
LUMO level   -0.23 eV
Kohn-Sham gap   8.17 eV
Total charge   0

Last column: Löwdin charge in e.
Element x y z (Å)
C: -0.443 0.285 0.215  -0.22
C: -2.361 0.997 1.785  -0.17
C: 1.480 -0.901 -1.962  -0.09
C: 0.932 -0.002 0.640  -0.16
C: 1.805 -0.167 -0.612  -0.22
N: -2.785 -0.007 1.074  -0.14
O: -1.476 -0.525 0.182  0.03
O: -3.800 -0.712 1.029  0.01
O: -1.147 1.407 1.541  -0.05
H: -0.285 1.096 -0.579  0.17
H: -2.955 1.553 2.553  0.18
H: 0.682 -1.645 -1.931  0.08
H: 2.266 -1.309 -2.507  0.04
H: 1.069 -0.202 -2.654  0.05
H: 1.255 0.848 1.166  0.11
H: 0.911 -0.936 1.292  0.16
H: 2.108 0.884 -0.952  0.13
H: 2.744 -0.664 -0.280  0.11

***

Verdict on stability: run Q comes out at the bottom.

***

Run P
Here is one molecule with the formula C4H4N2 from the OMol25 dataset. Energies are from ωB97M-V with the def2-TZVPD basis set.

Calculated values
HOMO   -0.3194 Ha
LUMO level   0.67 eV
Kohn-Sham gap   9.36 eV
SMILES   C#CC(N)=C=N
Total charge   0

Last column: Löwdin charge in e.
Element x y z (Å)
N: 0.388 1.349 0.841  0.06
C: 0.183 0.101 0.176  -0.39
C: -0.726 -0.097 -0.901  -0.11
C: -1.457 -0.191 -1.853  0.12
C: 0.987 -0.880 0.517  -0.12
N: 1.533 -1.846 1.042  0.16
H: 0.930 1.940 0.224  0.08
H: -0.502 1.804 1.016  0.08
H: 0.715 -1.939 1.672  0.09
H: -2.051 -0.242 -2.734  0.02

***

Run Q
Here is C4H4N2 as an isolated structure from the OMol25 dataset. Energies are from ωB97M-V with the def2-TZVPD basis set.

Calculated values
HOMO   -0.3228 Ha
LUMO level   0.45 eV
Kohn-Sham gap   9.23 eV
Total charge   0

Last column: Löwdin charge in e.
Element x y z (Å)
C: -1.112 -0.200 -0.344  -0.05
C: -0.219 0.932 0.064  -0.20
N: 1.030 1.663 -0.193  0.03
N: 1.834 0.699 -0.049  0.03
C: 0.864 -0.399 -0.116  -0.20
C: -0.368 -1.017 0.471  -0.05
H: -2.038 -0.282 -0.901  0.10
H: -0.529 1.336 1.038  0.12
H: 1.096 -0.863 -1.086  0.12
H: -0.558 -1.868 1.115  0.10

***

Run R
Here is one molecule with the formula C4H4N2 from the OMol25 dataset. Energies are from ωB97M-V with the def2-TZVPD basis set.

Calculated values
HOMO (spin up / spin down)   -0.3181 / -0.3307 Ha
LUMO level (spin up / spin down)   -0.60 / -0.62 eV
Kohn-Sham gap (spin up / spin down)   8.05 / 8.38 eV
Total charge   0

Last column: Löwdin charge in e.
Element x y z (Å)
N: 0.345 0.497 -1.382  0.08
C: 0.526 -0.422 0.582  -0.11
C: -0.255 0.625 0.061  -0.42
C: -1.134 0.944 0.978  0.21
C: 0.212 -1.784 0.458  -0.22
N: 0.007 -2.926 0.470  0.15
H: -0.379 0.821 -1.984  0.04
H: 1.236 0.958 -1.649  0.09
H: 1.457 -0.123 1.017  0.11
H: -2.016 1.411 1.449  0.06

***

Verdict on stability: run Q comes out at the bottom.

***

Run P
Here is a 3-piece molecular cluster, C4H10 overall from the OMol25 dataset. Energies are from ωB97M-V with the def2-TZVPD basis set.

Calculated values
HOMO   -0.2815 Ha
LUMO level   -0.56 eV
Kohn-Sham gap   7.10 eV
Total charge   0

Last column: Löwdin charge in e.
Element x y z (Å)
C: 0.708 0.471 -1.220  -0.10
C: 1.043 -0.495 -0.210  -0.40
C: 1.191 -0.339 1.220  -0.03
C: -2.034 0.008 0.007  -0.08
H: 1.051 0.345 -2.209  0.02
H: 0.621 1.467 -0.810  0.04
H: 0.963 -1.544 -0.597  0.10
H: -1.270 -0.751 0.225  -0.01
H: 1.500 -1.246 1.696  0.04
H: 2.516 0.669 0.378  0.25
H: 0.676 0.540 1.699  0.07
H: -2.825 -0.013 0.828  0.03
H: -1.484 1.002 -0.082  0.02
H: -2.657 -0.115 -0.926  0.04

***

Run Q
Here is a 2-piece molecular cluster, C4H10 overall from the OMol25 dataset. Energies are from ωB97M-V with the def2-TZVPD basis set.

Calculated values
HOMO   -0.3529 Ha
LUMO level   1.22 eV
Kohn-Sham gap   10.82 eV
SMILES   C1CC1.C
Total charge   0

Last column: Löwdin charge in e.
Element x y z (Å)
C: 1.130 -0.107 -1.063  -0.12
C: 1.376 0.904 -0.007  -0.24
C: -2.413 -0.220 0.353  -0.04
C: 1.385 -0.493 0.517  -0.13
H: 2.353 1.380 -0.054  0.10
H: 0.585 1.588 0.264  0.09
H: 0.234 -0.585 -1.428  0.06
H: 1.854 -0.105 -1.865  0.08
H: -1.460 0.279 0.481  -0.02
H: -2.934 -0.614 1.218  0.02
H: -3.043 0.589 -0.003  0.01
H: 2.339 -0.978 0.678  0.07
H: 0.758 -0.688 1.375  0.08
H: -2.165 -0.951 -0.467  0.04

***

Verdict on stability: run P comes out at the bottom.

***

Run P
Here is C3H2LiO3 as an isolated structure from the OMol25 dataset. Energies are from ωB97M-V with the def2-TZVPD basis set.

Calculated values
HOMO (spin up / spin down)   -0.1946 / -0.3051 Ha
LUMO level (spin up / spin down)   -1.18 / -0.76 eV
Kohn-Sham gap (spin up / spin down)   4.12 / 7.54 eV
Total charge   0
Multiplicity   2

Last column: Mulliken spin population.
Element x y z (Å)
O: -0.651 0.063 1.258  -0.03
C: -0.473 -1.326 1.359  0.03
C: 0.385 -1.839 0.566  0.07
O: 0.816 -0.061 -0.347  -0.19
C: -0.282 0.507 0.074  0.89
O: -0.233 1.669 -0.405  -0.39
Li: -1.356 2.378 -1.815  0.27
H: 0.697 -2.663 -0.057  0.00
H: 1.098 1.272 -0.635  0.36

***

Run Q
Here is C3H2LiO3 as an isolated structure from the OMol25 dataset. Energies are from ωB97M-V with the def2-TZVPD basis set.

Calculated values
HOMO (spin up / spin down)   -0.2268 / -0.2972 Ha
LUMO level (spin up / spin down)   -0.56 / -0.78 eV
Kohn-Sham gap (spin up / spin down)   5.61 / 7.31 eV
Total charge   0
Multiplicity   2

Last column: Mulliken spin population.
Element x y z (Å)
O: -1.103 0.828 0.053  0.01
C: 0.201 1.245 0.320  0.91
C: -1.176 -0.551 0.017  -0.02
O: 0.686 2.253 -0.226  0.07
O: 1.020 -0.254 0.195  -0.01
C: 0.019 -1.142 0.148  0.00
Li: 2.280 0.826 -0.543  0.03
H: -2.165 -0.995 -0.045  0.00
H: 0.237 -2.210 0.080  0.00

***

Verdict on stability: run P comes out at the bottom.